1.
{
  "formula": "C5H9N",
  "method": "ωB97M-V/def2-TZVPD",
  "symbols": ["C", "H", "H", "C", "H", "H", "C", "H", "C", "H", "C", "H", "H", "N", "H"],
  "xyz": [[-0.054176, 0.238017, 0.560746], [-1.236185, 1.550398, -0.732324], [2.108939, 0.367011, 0.749949], [-1.142573, 0.481920, -0.505596], [0.708747, -1.387511, 1.778844], [1.530522, 0.385755, -0.927434], [1.314452, 0.738186, 0.090444], [0.266716, -1.874656, 0.130495], [-0.879538, -0.217286, -1.770855], [-2.116189, 0.141076, -0.134887], [-0.017505, -1.233060, 0.973322], [1.358595, 1.834986, 0.088785], [-0.360771, 0.827046, 1.435879], [-0.670181, -0.765342, -2.768132], [-0.998177, -1.562125, 1.336511]],
  "forces_ev_per_angstrom": [[-0.01, 0.00, 0.05], [0.04, -0.14, 0.05], [-0.17, 0.12, -0.12], [-0.06, 0.06, 0.02], [-0.11, 0.02, -0.14], [-0.01, 0.03, 0.22], [0.04, 0.02, -0.04], [-0.03, 0.10, 0.11], [0.18, -0.47, -0.82], [0.13, 0.06, -0.05], [-0.01, -0.05, 0.00], [-0.01, -0.22, -0.05], [0.05, -0.08, -0.13], [-0.17, 0.52, 0.98], [0.14, 0.02, -0.07]],
  "de_lowest_kj_mol": 2.0,
  "homo_ev": -11.50,
  "molar_mass_g_mol": 83.1,
  "smiles": "CC(C)CC#N",
  "homo_lumo_gap_ev": 12.37,
  "energy_ha": -250.666198,
  "e_lumo_ev": 0.87
}

***

2.
{
  "formula": "C5H9N",
  "method": "ωB97M-V/def2-TZVPD",
  "symbols": ["H", "C", "C", "H", "H", "H", "C", "N", "H", "C", "H", "H", "C", "H", "H"],
  "xyz": [[-2.076749, 0.891538, 1.205804], [-0.055093, 0.334254, 0.561051], [0.669008, 1.030185, -0.597120], [0.086685, 1.280504, -1.472359], [-3.324214, -0.578309, -0.229087], [0.413992, 0.593168, 1.531852], [-1.493319, 0.129318, 0.563540], [2.194612, -0.830434, 0.153989], [2.867620, 0.140561, 0.180636], [-2.243455, -0.692378, -0.303835], [1.355287, 1.821640, -0.246473], [2.075611, -1.307261, 1.213527], [0.948220, -0.402923, -0.343193], [-1.858439, -1.387523, -1.154940], [0.440235, -1.022342, -1.063399]],
  "forces_ev_per_angstrom": [[0.80, -1.60, -0.89], [1.55, -0.12, 0.17], [-0.04, 0.88, 0.62], [-0.06, 0.05, 0.02], [0.22, -0.25, -0.12], [-0.49, -0.13, -0.60], [-3.11, -0.84, -2.07], [2.78, 1.48, 3.37], [-2.27, -3.90, 0.52], [1.92, 1.39, 0.97], [-0.11, -0.64, -0.49], [0.68, 2.06, -3.73], [-1.66, 0.77, 0.42], [-0.43, 1.36, 1.94], [0.21, -0.52, -0.15]],
  "de_lowest_kj_mol": 291.4,
  "homo_ev": -8.50,
  "molar_mass_g_mol": 83.1,
  "smiles": "C=C[C@@H]1C[C@H]1N",
  "homo_lumo_gap_ev": 9.61,
  "energy_ha": -250.555957,
  "e_lumo_ev": 1.10
}

***

3.
{
  "formula": "C5H9N",
  "method": "ωB97M-V/def2-TZVPD",
  "symbols": ["H", "C", "N", "H", "H", "H", "C", "H", "H", "H", "C", "H", "C", "C", "H"],
  "xyz": [[-0.140341, -2.424837, 0.247596], [-0.915215, 0.788542, 1.165635], [-0.284430, -0.967138, -1.265370], [-0.912950, 1.383794, 2.085374], [-1.761086, 0.118651, 1.271581], [1.160239, 1.106233, 0.944074], [-0.713848, -1.905768, -0.523062], [1.589540, 1.795543, -1.143439], [-1.261600, 1.596174, 0.506958], [-1.664882, -2.332129, -0.842183], [0.568764, 0.028270, -0.738285], [0.702289, -0.573173, 1.374485], [1.418143, 0.778426, -1.457388], [0.468397, 0.288481, 0.756126], [1.746977, 0.318929, -2.382103]],
  "forces_ev_per_angstrom": [[-0.22, 0.53, 0.58], [-0.80, 1.80, 0.35], [-0.36, 0.44, 1.01], [0.44, -0.55, 0.41], [0.24, -0.59, -0.19], [0.22, -0.24, 0.34], [0.18, -0.47, -1.48], [0.99, -0.18, 0.13], [0.13, -0.41, -0.51], [0.22, -0.48, 0.07], [1.10, -0.36, 0.70], [0.47, -0.20, -0.22], [-0.98, -1.19, -0.28], [-1.41, 0.99, -0.41], [-0.20, 0.91, -0.50]],
  "de_lowest_kj_mol": 229.0,
  "homo_ev": -8.41,
  "molar_mass_g_mol": 83.1,
  "smiles": "C=NC(=C)CC",
  "homo_lumo_gap_ev": 8.87,
  "energy_ha": -250.579719,
  "e_lumo_ev": 0.46
}

***

4.
{
  "formula": "C5H9N",
  "method": "ωB97M-V/def2-TZVPD",
  "symbols": ["C", "H", "C", "H", "H", "C", "H", "C", "H", "H", "N", "C", "H", "H", "H"],
  "xyz": [[-0.679704, 0.658368, -0.353188], [-2.680183, -0.298039, -1.032355], [0.551852, 1.250336, 0.188874], [1.418593, -1.841685, 0.726087], [2.781242, 0.415524, -0.051591], [-1.935040, -0.047472, -0.154424], [-0.472403, -0.553331, 1.439912], [-0.564941, -0.822505, 0.303377], [0.963496, -1.808042, -1.118805], [0.366184, 1.179216, 1.305002], [1.434053, 0.246563, -0.253496], [0.968092, -1.170438, -0.157711], [0.736078, 2.304042, -0.266788], [-2.557848, 0.131778, 0.786028], [-0.329464, 0.355691, -1.360926]],
  "forces_ev_per_angstrom": [[0.24, -2.72, -2.34], [2.10, 0.42, 1.54], [-1.30, 2.38, 2.05], [-0.78, 1.66, -1.93], [-5.66, -0.60, -0.55], [-1.64, -1.16, 1.22], [-0.42, -0.94, -1.99], [0.19, 1.92, 1.25], [0.49, 1.38, 1.23], [0.74, 1.31, -0.71], [7.93, -1.39, -0.65], [-2.37, -0.96, 1.22], [0.27, -1.79, 1.09], [1.01, -0.26, -1.27], [-0.80, 0.75, -0.17]],
  "de_lowest_kj_mol": 638.1,
  "homo_ev": -8.50,
  "molar_mass_g_mol": 83.1,
  "homo_lumo_gap_ev": 9.55,
  "energy_ha": -250.423896,
  "e_lumo_ev": 1.05
}

***

5.
{
  "formula": "C5H9N",
  "method": "ωB97M-V/def2-TZVPD",
  "symbols": ["H", "C", "C", "C", "H", "H", "H", "H", "H", "N", "C", "H", "C", "H", "H"],
  "xyz": [[-0.238573, -0.496122, -1.507082], [0.366596, 0.575777, 0.259505], [1.612548, -1.368936, -0.794499], [0.696373, -0.175795, -1.026655], [-0.192154, 1.522126, 0.020968], [1.134646, -2.107574, -0.142723], [1.267133, 0.834985, 0.824239], [1.871778, -1.853978, -1.740072], [1.168278, 0.533200, -1.712705], [-1.587323, -0.026993, 1.499712], [-2.365088, 1.126533, 1.099314], [-2.568719, 1.823227, 1.900547], [-0.484779, -0.227191, 1.145394], [2.541109, -1.047123, -0.308405], [-3.221826, 0.887862, 0.482462]],
  "forces_ev_per_angstrom": [[0.16, 0.07, 0.11], [0.35, 0.18, -0.22], [0.06, -0.07, 0.00], [0.13, 0.07, -0.17], [0.00, -0.54, 0.35], [0.08, 0.09, -0.10], [0.11, 0.06, -0.27], [-0.02, 0.02, 0.13], [0.01, -0.07, -0.01], [-2.83, 3.01, -0.72], [-0.56, -1.30, 1.06], [0.00, 0.10, 0.13], [2.67, -1.51, -0.10], [-0.11, -0.08, -0.09], [-0.05, -0.03, -0.11]],
  "de_lowest_kj_mol": 393.9,
  "homo_ev": [-7.83, -8.22],
  "molar_mass_g_mol": 83.1,
  "homo_lumo_gap_ev": [8.04, 8.40],
  "energy_ha": -250.516905,
  "e_lumo_ev": [0.21, 0.18]
}

***

6.
{
  "formula": "C5H9N",
  "method": "ωB97M-V/def2-TZVPD",
  "symbols": ["H", "C", "H", "C", "H", "C", "H", "C", "H", "N", "C", "H", "H", "H", "H"],
  "xyz": [[1.933823, 0.804382, -0.911641], [0.460351, 1.907202, 0.252637], [2.459915, -1.383951, -0.378608], [1.402432, -1.509436, -0.161164], [-1.245198, -1.911871, 0.549588], [0.427244, -0.560116, 0.137236], [-1.201883, 0.818514, -0.801779], [-1.028718, -0.784676, 0.510540], [-2.779679, 0.050777, -0.589177], [-1.791452, -0.071226, -0.621862], [1.019744, 0.794926, -0.156445], [1.254623, -2.529064, -0.134631], [0.816525, 2.947218, -0.121818], [-0.497704, 1.867221, 0.868603], [-1.230022, -0.439893, 1.558521]],
  "forces_ev_per_angstrom": [[-1.99, 0.00, 1.93], [-1.06, 2.99, 0.08], [-0.29, 1.15, -0.17], [-1.99, 1.88, 1.00], [0.27, 1.62, -0.41], [4.17, -1.42, -1.35], [-2.18, -1.89, 0.19], [-0.67, -0.44, -0.90], [-0.41, 0.22, 0.58], [3.40, 0.53, 0.71], [0.84, -0.89, -1.41], [-1.07, -2.22, 0.34], [-0.60, -1.94, 0.98], [1.50, 0.25, -0.74], [0.07, 0.17, -0.85]],
  "de_lowest_kj_mol": 258.8,
  "homo_ev": -8.83,
  "molar_mass_g_mol": 83.1,
  "smiles": "C=CC(=C)CN",
  "homo_lumo_gap_ev": 9.85,
  "energy_ha": -250.568373,
  "e_lumo_ev": 1.02
}

***

7.
{
  "formula": "C5H9N",
  "method": "ωB97M-V/def2-TZVPD",
  "symbols": ["C", "C", "H", "H", "C", "H", "H", "C", "N", "H", "C", "H", "H", "H", "H"],
  "xyz": [[1.238796, 0.038561, 2.070711], [0.510484, -0.324963, -0.696196], [1.620626, -0.971129, 2.242047], [-2.008729, 0.429572, -0.910326], [0.055188, 0.493108, 1.634941], [-0.250189, 0.177848, -2.572057], [-0.623345, 1.041824, 2.261820], [0.045997, -0.751146, -2.055528], [-1.453632, 0.981575, -0.267255], [-0.841768, -1.387416, -2.142148], [-0.283611, 0.286319, 0.206695], [0.800933, -1.206177, -2.711906], [-2.072038, 1.218485, 0.499812], [1.463680, -0.676523, -0.343759], [1.797608, 0.650061, 2.783148]],
  "forces_ev_per_angstrom": [[0.87, -0.06, 2.84], [-0.38, -1.18, 0.71], [0.21, 0.00, -2.12], [0.18, 0.03, -0.18], [0.57, -0.70, -2.40], [0.00, -0.17, -0.16], [0.34, 1.43, -0.13], [-0.01, 1.21, -1.04], [-0.15, -0.80, 0.74], [0.05, -0.09, 0.59], [-1.26, 0.20, -0.29], [0.04, 0.12, 0.56], [0.08, 0.09, -0.01], [0.29, -0.07, 0.08], [-0.82, -0.01, 0.81]],
  "de_lowest_kj_mol": 270.9,
  "homo_ev": -7.69,
  "molar_mass_g_mol": 83.1,
  "smiles": "C=C/C(N)=C/C",
  "homo_lumo_gap_ev": 7.99,
  "energy_ha": -250.563750,
  "e_lumo_ev": 0.30
}

***

8.
{
  "formula": "C5H9N",
  "method": "ωB97M-V/def2-TZVPD",
  "symbols": ["H", "H", "C", "H", "N", "H", "H", "H", "H", "C", "H", "C", "C", "C", "H"],
  "xyz": [[-0.932515, -2.006036, 1.889178], [0.442191, -0.793957, -1.703687], [1.867844, 2.394522, -0.249668], [-1.895069, -0.553959, 1.220163], [-0.845842, -1.745700, -0.333377], [-2.478934, -2.071520, 0.665336], [1.945149, 3.435375, -0.453574], [0.404873, 1.739911, -1.641414], [0.111068, 0.398119, 1.126579], [-1.570168, -1.577243, 1.078399], [2.668686, 1.831582, 0.286430], [0.736495, 1.672456, -0.626187], [-0.139500, -0.587113, -0.785502], [0.227270, 0.491210, 0.093654], [-0.541550, -2.627649, -0.566323]],
  "forces_ev_per_angstrom": [[-1.02, 0.14, -0.71], [-0.83, 0.70, 0.17], [-0.65, -1.41, 0.80], [0.52, 0.21, -0.02], [1.23, 7.89, 2.56], [0.23, -0.36, 1.94], [0.59, 0.51, -0.72], [-0.66, 0.72, -0.41], [0.01, 0.06, 1.43], [0.11, -1.54, -3.32], [-0.89, 1.00, 0.13], [1.11, -2.32, 2.03], [-0.48, -4.07, 2.17], [0.19, 0.83, -4.93], [0.55, -2.37, -1.10]],
  "de_lowest_kj_mol": 258.3,
  "homo_ev": [-13.41, -14.37],
  "molar_mass_g_mol": 83.1,
  "multiplicity": 2,
  "homo_lumo_gap_ev": [8.50, 7.68],
  "total_charge": 1,
  "s_squared": 0.82,
  "energy_ha": -250.270184,
  "e_lumo_ev": [-4.90, -6.70]
}

***

9.
{
  "formula": "C5H9N2",
  "method": "ωB97M-V/def2-TZVPD",
  "symbols": ["H", "H", "H", "N", "H", "H", "C", "H", "C", "C", "H", "N", "C", "H", "C", "H"],
  "xyz": [[-1.559548, 1.955881, -1.317226], [2.280206, 0.484758, 2.055231], [-1.470615, 2.176255, 0.526416], [0.881026, -0.220521, -0.487459], [2.109997, -1.109750, -1.648820], [-1.829615, -0.619023, -1.135828], [0.786497, 0.160845, 0.762772], [0.690201, 0.720041, 2.637012], [-0.455892, 0.189581, 0.094940], [-1.807211, -0.019248, -0.231602], [-2.578117, -0.441475, 0.452803], [1.310770, 0.538316, 1.859145], [-1.438308, 1.487530, -0.370309], [0.367945, -1.651333, -1.702853], [1.245635, -1.409864, -1.068389], [1.467029, -2.241993, -0.425833]],
  "forces_ev_per_angstrom": [[0.66, 0.01, -0.75], [1.04, -0.20, 0.16], [-0.53, -1.15, -1.12], [-1.25, 2.55, 2.59], [0.19, -0.97, -0.65], [-0.36, 0.50, -0.51], [-2.16, 0.79, -0.42], [0.05, 0.30, -0.07], [1.56, 3.14, -1.38], [-2.67, -0.56, 0.85], [0.74, 0.60, -0.19], [0.28, -0.35, 1.10], [1.11, -2.57, 2.61], [0.95, -0.35, -0.09], [0.35, -1.54, -2.69], [0.07, -0.21, 0.56]],
  "de_lowest_kj_mol": 530.7,
  "homo_ev": -13.54,
  "molar_mass_g_mol": 97.1,
  "smiles": "CN1C(=[NH2+])C12CC2",
  "homo_lumo_gap_ev": 9.47,
  "total_charge": 1,
  "energy_ha": -305.027918,
  "e_lumo_ev": -4.07
}

***

10.
{
  "formula": "C5H9N2",
  "method": "ωB97M-V/def2-TZVPD",
  "symbols": ["H", "H", "H", "H", "C", "H", "H", "H", "C", "H", "C", "H", "C", "N", "N", "C"],
  "xyz": [[-2.466522, 1.200438, -0.609286], [-2.189515, 2.137860, 0.879619], [-1.646119, 2.782779, -0.647910], [-0.674758, -2.933448, -0.262899], [0.027087, -2.260860, 0.240621], [0.318031, 1.814345, 0.608979], [0.643802, -1.174262, -1.572508], [0.973403, -2.800899, 0.304240], [-0.458075, 1.232682, 0.114565], [5.022127, 0.913349, 0.109529], [-1.773113, 1.854995, -0.088677], [-0.340109, -2.028341, 1.236428], [0.197275, -1.059362, -0.587406], [2.861458, 0.559161, -0.062313], [-0.167535, 0.078258, -0.243185], [3.982534, 0.736713, 0.032424]],
  "forces_ev_per_angstrom": [[0.00, 0.00, 0.00], [0.03, -0.01, 0.05], [0.04, 0.02, -0.03], [0.03, 0.05, 0.01], [-0.11, -0.41, 0.34], [0.18, -0.15, 0.01], [0.00, 0.19, -0.06], [0.02, 0.08, -0.01], [0.17, 0.41, 0.22], [0.48, 0.06, 0.05], [-0.50, 0.10, -0.15], [0.00, -0.01, -0.01], [0.16, -0.26, -0.31], [-0.60, -0.11, -0.01], [0.01, -0.02, -0.07], [0.09, 0.05, -0.03]],
  "de_lowest_kj_mol": 261.2,
  "homo_ev": -16.24,
  "molar_mass_g_mol": 97.1,
  "homo_lumo_gap_ev": 12.54,
  "total_charge": 1,
  "energy_ha": -305.130536,
  "e_lumo_ev": -3.70
}